10
Properties=species:S:1:pos:R:3 method="wB97M-V/def2-TZVPD" smiles="C=[PH2][PH2]=S" energy_ev=-30543.877 lumo_energy_ev=0.450 orbital_gap_ev=8.45 total_charge=0 e_above_lowest_kj_mol=243.3 largest_force_ev_per_a=3.3
C -0.3074 -1.8087 -0.0725
P -0.4104 -0.1095 0.2166
P 1.5775 0.7367 -0.0205
S 3.0561 -0.4694 0.0825
H -1.2856 -2.1918 -0.0674
H 0.4226 -2.2053 -0.7044
H -0.9110 0.9205 -0.5139
H -0.9617 0.0930 1.4610
H 1.2946 1.3644 -1.1943
H 1.6739 2.0971 0.7022


26
Properties=species:S:1:pos:R:3 method="wB97M-V/def2-TZVPD" energy_ev=-27874.912 lumo_energy_ev="-0.255 / -0.536" orbital_gap_ev="7.21 / 7.14" total_charge=0 e_above_lowest_kj_mol=265.1 largest_force_ev_per_a=4.3
C -0.3670 0.8703 0.3748
C -0.2864 1.8495 -0.5263
C -1.5932 2.2495 -1.1352
C -0.6192 -2.1120 -0.5010
C 0.0215 -2.4273 0.8101
C 0.3642 -0.5522 2.2115
N 0.8219 2.4683 -0.9927
N 2.0795 1.6863 -1.0842
N 0.5553 0.3897 1.1363
O 3.7243 -0.0478 -0.4203
O -2.0990 -2.1840 -0.3290
O -0.5165 -1.6199 1.7446
S 2.3286 -0.0042 -0.8626
H -1.3465 0.3422 0.2793
H -1.8651 1.3474 -1.8146
H -1.4669 3.2445 -1.6933
H -2.3443 2.4220 -0.4621
H -0.4829 -2.8571 -1.2461
H -0.4146 -1.1222 -0.9107
H 1.0651 -2.2001 0.7331
H -0.1850 -3.4848 1.1781
H -0.2123 -0.1427 3.1017
H 1.3839 -0.8351 2.4554
H 0.7791 3.0045 -1.9409
H 2.9191 2.1808 -0.6380
H -2.2434 -2.4658 0.5321


17
Properties=species:S:1:pos:R:3 method="wB97M-V/def2-TZVPD" multiplicity=2 energy_ev=-21164.520 lumo_energy_ev="5.945 / 5.445" orbital_gap_ev="6.07 / 5.52" total_charge=-2 e_above_lowest_kj_mol=0.0 largest_force_ev_per_a=2.7
N 1.1688 -1.1292 -1.6023
C 1.9317 -1.1438 -0.3383
C 1.8578 0.2688 0.2710
S 3.1585 0.6219 1.5495
C -2.6594 -0.0959 1.4016
N -2.9531 0.9210 0.5354
O -3.0590 -0.4899 2.5215
H 1.7499 -1.4937 -2.3365
H 2.8786 -1.2386 -0.7523
H 1.6808 -1.8817 0.4168
H 1.8882 1.0094 -0.5775
H 0.8941 0.4187 0.8756
H -1.7015 -0.5988 0.9961
H -3.8188 1.3713 0.7891
H -1.5954 1.1731 -0.6873
H -0.3768 0.7866 -1.5912
O -1.0444 1.5008 -1.4711